69
Properties=species:S:1:pos:R:3:forces:R:3 method="wB97M-V/def2-TZVPD" multiplicity=2 e_lumo_ev="4.3 / 4.2" orbital_gap_ev="2.33 / 8.95" molar_mass_g_mol=585.3 e_homo_ev="1.955 / -4.718" total_charge=-2 total_energy_ev=-116814.944
As 0.88285 -0.48932 0.73293 0.0 -0.6 0.8
F 0.86794 -1.45544 -0.76182 0.1 -1.3 -1.7
F 1.64203 -1.79451 1.70176 0.4 -1.9 0.8
F 0.87136 0.40475 2.23672 0.0 1.7 1.6
F 0.31820 0.89430 -0.27603 -0.5 2.0 -0.7
F -0.85915 -0.91451 1.14730 -1.4 -0.7 0.2
F 2.54082 0.07647 0.39891 1.6 0.5 -0.5
C 3.10845 1.05144 -2.79493 -0.6 -0.2 0.6
O 3.77576 0.07688 -2.07599 1.9 -1.0 -0.7
H 2.24684 0.57015 -3.25763 -0.6 0.6 0.0
H 2.88051 1.82051 -2.05690 -0.7 0.5 -0.4
H 3.69533 1.48957 -3.60222 0.5 -0.2 0.1
H 3.29395 -0.16363 -1.28125 -0.5 0.2 0.5
C 2.96009 -3.91069 -2.29878 0.5 0.8 -0.5
O 4.23617 -4.44409 -2.52839 1.4 -1.4 -0.2
H 2.90884 -3.23764 -3.15462 -0.8 0.4 0.4
H 2.17492 -4.66259 -2.37806 -0.2 0.1 0.3
H 3.02720 -3.37670 -1.35091 -1.0 0.2 -0.1
H 4.45599 -5.04172 -1.80998 0.1 0.0 0.0
C -2.48234 -0.56573 -1.51228 0.9 -0.8 -1.3
O -1.62985 0.52556 -1.83549 -1.5 -0.1 -0.3
H -2.62344 -1.09708 -2.45348 -0.6 0.1 -0.4
H -1.98935 -1.35671 -0.94712 0.1 0.5 0.7
H -3.46462 -0.32154 -1.10781 0.0 0.3 0.3
H -0.99628 0.64719 -1.12458 0.6 0.0 0.5
C -3.35547 -3.53046 1.43081 0.6 1.2 0.0
O -4.62689 -3.87010 0.89736 -0.1 -0.4 -0.1
H -2.68241 -3.09066 0.69482 0.3 -0.7 -0.5
H -3.40598 -2.64263 2.06113 -0.5 -0.5 0.8
H -2.95958 -4.43201 1.89833 0.6 0.6 0.3
H -4.46436 -4.80273 0.73810 -0.8 0.0 -0.4
C 4.49798 -2.85252 1.51305 -2.8 1.1 -0.4
O 5.62225 -3.62596 1.47803 2.0 -1.6 -0.3
H 4.17790 -2.65255 2.53563 -0.1 0.3 -0.1
H 4.51634 -1.95260 0.89829 0.6 0.4 0.4
H 3.70058 -3.39415 1.00422 -0.6 0.0 0.3
H 5.25910 -4.47236 1.20723 0.8 -0.2 0.1
C 0.39012 -4.19798 3.92410 1.7 -0.8 1.3
O -0.10120 -4.31012 2.67601 -1.3 0.3 -2.6
H -0.38940 -3.95240 4.64531 0.2 0.2 0.4
H 0.85482 -5.16570 4.11303 -0.2 -0.3 0.9
H 1.24805 -3.52696 3.88192 -0.2 0.6 0.7
H 0.11578 -3.45908 2.28840 -0.2 0.3 -1.0
C -2.50984 1.51951 2.38487 -0.7 1.3 -0.2
C -2.98886 2.93079 1.87016 0.9 -3.2 -0.8
C -4.45341 3.05352 1.48482 0.0 -0.7 0.6
O -4.80613 4.29814 2.11623 -1.3 0.0 -0.9
C -3.81930 4.72060 2.91564 -0.5 3.0 0.5
O -3.84925 5.78711 3.53141 -0.1 -2.5 -1.0
O -2.82349 3.88773 2.84902 1.8 0.9 1.5
H -1.43869 1.36284 2.51221 0.1 0.4 -0.8
H -2.91150 0.82896 1.64332 0.2 -0.5 0.4
H -2.86751 1.35623 3.40150 -0.7 -0.1 -0.1
H -2.43249 3.13912 0.95629 0.6 0.5 0.3
H -5.09127 2.24952 1.85200 0.0 0.1 0.5
H -4.55099 2.99016 0.40105 -0.2 0.9 0.0
C -1.29282 3.80174 -2.69012 -0.6 -1.0 0.4
C 0.15581 3.60607 -2.24947 -1.1 0.2 -1.3
C 1.06389 3.94370 -3.37926 0.5 -2.5 -3.5
O 1.94634 4.93960 -2.96123 2.4 -0.5 -3.9
C 1.80661 5.05251 -1.72718 -0.3 3.0 6.4
O 2.51051 5.65159 -0.91350 -1.1 -1.3 -2.0
O 0.58023 4.58900 -1.41720 0.0 2.7 4.3
H -1.52583 4.65381 -3.32871 0.6 0.6 0.5
H -1.93470 3.78077 -1.80941 -0.1 0.1 -0.1
H -1.63602 2.99533 -3.33819 0.3 -0.6 0.3
H 0.40352 2.73063 -1.64918 -0.6 -1.0 -1.0
H 0.64361 4.31720 -4.31304 -0.6 -0.1 0.2
H 1.58172 3.01988 -3.63716 0.6 0.2 -0.2